Entry 1:
{"formula": "C33H33I2N4OsP", "method": "ωB97M-V/def2-TZVPD", "lumo_energy_ev": -6.37, "homo_energy_ev": -14.10, "charge": 2, "species": ["C", "H", "H", "H", "C", "N", "H", "C", "H", "C", "C", "P", "H", "H", "C", "H", "C", "C", "H", "H", "H", "H", "H", "C", "H", "C", "C", "H", "C", "N", "C", "H", "H", "C", "H", "H", "C", "C", "H", "H", "C", "C", "C", "C", "H", "C", "H", "C", "H", "C", "C", "C", "H", "C", "H", "Os", "H", "C", "C", "C", "H", "H", "H", "C", "I", "C", "H", "N", "H", "N", "C", "I", "C", "H"], "positions_angstrom": [[2.33250, -2.10477, 1.87347], [-5.26733, 0.21411, 2.15591], [-1.32370, -3.70427, -1.75442], [-0.13769, -3.79471, 2.38541], [3.09341, -1.52592, -2.84619], [3.30740, 8.72155, -4.73784], [3.41249, -4.89340, -2.60110], [2.01786, -3.70984, -1.48902], [-2.72066, -5.69970, -1.38573], [3.23334, 5.01319, -1.66241], [-0.64358, -3.61932, 0.29394], [0.29963, -2.13918, -0.00300], [2.82957, -2.82691, 1.23699], [3.91481, -2.07566, 3.31313], [-2.64099, -0.59174, 1.62603], [-4.60119, -2.25040, 2.56163], [3.57360, -2.80910, -3.08287], [1.88921, 4.78594, -1.41054], [1.69407, -0.33107, -1.74543], [-2.85679, -0.09304, 2.57538], [-3.68596, -3.10925, 1.31229], [-5.35922, -2.63237, 1.01623], [-4.46825, 2.94567, -0.20072], [2.94960, -1.67330, 3.03752], [-3.75114, -1.12992, -0.14383], [2.62580, 6.82287, -3.12518], [1.08467, -1.59852, 1.51195], [-2.81785, -6.74604, 0.85025], [3.03920, -3.89718, -2.40789], [-0.69921, -0.89838, -0.50231], [-0.70474, -4.20348, 1.55807], [3.50924, -0.68478, -3.38369], [-4.80542, 1.02479, 0.66085], [1.51330, 2.24093, 1.08531], [0.52520, 7.20656, -3.32873], [4.36581, -2.96152, -3.80334], [2.33366, -0.72621, 3.84539], [0.90928, 5.57019, -2.00206], [4.64573, 6.22253, -2.72325], [1.74470, 1.63385, 1.94086], [-2.20978, -5.86508, 0.69444], [-2.15664, -5.27806, -0.56525], [3.00541, 7.87939, -4.01927], [2.07919, -1.32823, -1.92692], [-0.57749, -0.27535, 2.28552], [3.60093, 6.03774, -2.51732], [4.00119, 4.38902, -1.22765], [-3.94848, -0.98140, 0.92322], [-0.13861, 5.42865, -1.77577], [-1.37281, -4.15727, -0.77115], [0.48744, -0.64093, 2.31806], [-5.05375, 0.05567, 1.09689], [1.59233, -4.56007, -0.97030], [1.54095, -2.42169, -1.24866], [-5.97423, -0.28237, 0.62034], [-1.10141, 0.49514, 0.59457], [-2.12621, -1.52280, 1.89184], [-4.42457, -2.32434, 1.48594], [0.39358, 2.98621, -0.60855], [-1.48485, -5.33302, 1.75152], [-1.52593, -5.79715, 2.72729], [0.60591, 0.52549, 4.11804], [3.16016, 3.69692, 0.86649], [1.09937, -0.20060, 3.48538], [-2.58521, 2.88185, 1.70979], [1.27837, 6.58493, -2.86562], [-3.06788, 3.93072, -0.71737], [1.51016, 3.72248, -0.52665], [-0.33279, 3.09936, -1.39200], [0.35671, 2.07400, 0.35532], [2.23261, 3.25686, 0.55019], [-2.64984, 1.34151, -1.35760], [-3.38603, 3.00879, -0.24440], [2.81181, -0.39857, 4.75859]], "lowdin_charge": [-0.038, 0.095, 0.119, 0.111, -0.053, 0.197, 0.120, -0.066, 0.119, 0.008, -0.320, 0.906, 0.121, 0.125, -0.341, 0.095, -0.040, -0.174, 0.096, 0.047, 0.062, 0.090, -0.015, -0.024, 0.077, -0.205, -0.298, 0.121, -0.045, -0.402, -0.068, 0.115, -0.005, -0.091, 0.133, 0.120, -0.031, 0.001, 0.135, 0.094, -0.041, -0.048, -0.162, -0.075, 0.032, 0.009, 0.121, -0.533, 0.114, -0.073, -0.184, -0.099, 0.115, -0.313, 0.093, 0.827, 0.037, -0.062, -0.173, -0.051, 0.119, 0.128, 0.138, -0.065, 1.019, 0.005, -0.017, 0.012, 0.085, -0.165, 0.003, 1.169, -0.982, 0.124]}

=====

Entry 2:
{"formula": "C9H14", "method": "ωB97M-V/def2-TZVPD", "lumo_energy_ev": 1.04, "de_lowest_ev": 2.066, "homo_energy_ev": -8.70, "species": ["H", "C", "H", "C", "H", "C", "H", "C", "H", "H", "C", "C", "C", "C", "C", "H", "H", "H", "H", "H", "H", "H", "H"], "positions_angstrom": [[1.96409, 0.83849, 0.70878], [-0.40954, -0.95892, -0.91569], [-0.24891, 0.95405, 1.68924], [1.44519, 0.20660, 0.00029], [-2.37647, 0.58130, 2.73181], [-0.33047, 1.60538, 2.61176], [0.57859, 1.43202, 3.18689], [-1.80515, -1.53502, -0.77066], [-1.68035, -2.55706, -1.07980], [2.91369, 0.80567, -1.39679], [0.27269, -0.51802, 0.24878], [0.19683, -0.81836, -2.24804], [-1.71333, 1.38523, 3.30315], [1.44062, -0.29415, -2.43212], [1.98976, 0.24115, -1.29433], [-2.41301, 2.19004, 3.01555], [-0.11772, -0.79559, 1.14178], [-0.19407, 2.72004, 2.19755], [1.76724, -0.07547, -3.37967], [-0.43290, -0.93177, -3.13212], [-2.02358, -1.45735, 0.33101], [-2.62027, -1.01910, -1.34854], [-1.63600, 1.43142, 4.31544]], "lowdin_charge": [0.100, -0.231, 0.010, -0.076, 0.102, -0.176, 0.052, -0.062, 0.067, 0.099, -0.072, -0.043, -0.158, -0.103, -0.107, 0.054, 0.062, 0.107, 0.080, 0.108, 0.081, 0.095, 0.011]}

=====

Repeat the second record exactly.
{"formula": "C9H14", "method": "ωB97M-V/def2-TZVPD", "lumo_energy_ev": 1.04, "de_lowest_ev": 2.066, "homo_energy_ev": -8.70, "species": ["H", "C", "H", "C", "H", "C", "H", "C", "H", "H", "C", "C", "C", "C", "C", "H", "H", "H", "H", "H", "H", "H", "H"], "positions_angstrom": [[1.96409, 0.83849, 0.70878], [-0.40954, -0.95892, -0.91569], [-0.24891, 0.95405, 1.68924], [1.44519, 0.20660, 0.00029], [-2.37647, 0.58130, 2.73181], [-0.33047, 1.60538, 2.61176], [0.57859, 1.43202, 3.18689], [-1.80515, -1.53502, -0.77066], [-1.68035, -2.55706, -1.07980], [2.91369, 0.80567, -1.39679], [0.27269, -0.51802, 0.24878], [0.19683, -0.81836, -2.24804], [-1.71333, 1.38523, 3.30315], [1.44062, -0.29415, -2.43212], [1.98976, 0.24115, -1.29433], [-2.41301, 2.19004, 3.01555], [-0.11772, -0.79559, 1.14178], [-0.19407, 2.72004, 2.19755], [1.76724, -0.07547, -3.37967], [-0.43290, -0.93177, -3.13212], [-2.02358, -1.45735, 0.33101], [-2.62027, -1.01910, -1.34854], [-1.63600, 1.43142, 4.31544]], "lowdin_charge": [0.100, -0.231, 0.010, -0.076, 0.102, -0.176, 0.052, -0.062, 0.067, 0.099, -0.072, -0.043, -0.158, -0.103, -0.107, 0.054, 0.062, 0.107, 0.080, 0.108, 0.081, 0.095, 0.011]}

=====

- Number 2 is which compound?
  C9H14